DFT (ωB97M-V/def2-TZVPD) results for 2 unconnected molecules or ions with the total composition C2H6O2S.

Last columns: bonded neighbours and bond lengths (Å).
Geometry (Å):
1 O -5.234 0.694 -1.167  C2 1.195
2 C -4.300 1.416 -0.977  O1 1.195, O3 1.349, H4 1.111
3 O -3.965 2.245 -1.987  C2 1.349, H5 1.012
4 H -3.551 1.358 -0.159  C2 1.111
5 H -3.070 2.682 -1.803  O3 1.012
6 C 3.329 -1.697 1.425  S7 1.785, H8 1.136, H9 1.089, H10 1.091
7 S 3.162 -1.322 -0.313  C6 1.785, H11 1.287
8 H 2.350 -1.724 1.999  C6 1.136
9 H 3.900 -2.624 1.454  C6 1.089
10 H 4.003 -0.975 1.890  C6 1.091
11 H 3.375 -0.054 -0.363  S7 1.287

Properties
- Multiplicity: 1
- Structure (SMILES): O=CO.CS
- E_LUMO: 0.395 eV
- Gap between HOMO and LUMO: 9.591 eV
- Max |F|: 2.7 eV Å⁻¹
- Energy relative to the best compared isomer or geometry (same formula, charge and spin): 67.5 kJ/mol
- HOMO energy: -9.2 eV